ORCA calculation (ωB97M-V/def2-TZVPD) on a 15-piece molecular cluster, C75H182N10O15 overall.

XYZ file:
```
282
Properties=species:S:1:pos:R:3:forces:R:3
C -1.6528 -6.0463 1.8097 0.2 -0.8 -0.5
C -0.8791 -5.3557 2.9034 1.6 0.7 0.3
C -1.6253 -4.5336 3.9954 0.4 -0.1 0.1
O -0.0324 -6.3297 3.5226 -0.4 -1.4 0.9
H -2.4677 -6.6610 2.2001 0.2 -0.4 0.1
H -0.9341 -6.6391 1.1470 -1.0 0.6 1.1
H -2.1357 -5.3592 1.1526 -0.4 0.8 -0.5
H -0.1341 -4.6978 2.3496 -0.8 -0.5 0.9
H -1.0255 -4.1774 4.8810 0.2 -0.2 -1.4
H -2.3636 -5.1253 4.5130 -0.6 -0.6 -0.2
H -2.1411 -3.6822 3.5615 -0.1 0.2 0.0
H -0.5617 -7.1057 3.8773 0.7 1.6 -0.7
C -5.7912 -0.7267 5.5873 0.1 0.1 0.7
C -4.3155 -0.4536 5.9158 0.0 1.7 -1.1
C -4.0061 -0.6781 7.3500 0.5 0.8 1.5
O -3.4960 -1.2632 5.1051 -1.0 -1.5 -0.8
H -6.0971 -0.1684 4.6817 0.1 -0.6 0.4
H -6.3843 -0.3269 6.4660 0.4 -0.6 -1.1
H -5.9132 -1.8347 5.4746 -0.2 1.0 0.1
H -4.0944 0.5878 5.6134 -0.2 0.0 0.4
H -4.2231 -1.7189 7.5137 -0.1 -0.5 0.6
H -4.5471 -0.0190 8.0885 0.2 -0.7 -0.9
H -2.9363 -0.5086 7.5581 -0.4 -0.1 -0.2
H -2.5716 -1.0351 5.0711 0.7 0.8 0.3
C 1.4522 -0.2278 5.7942 1.0 -2.2 1.1
C 0.2283 -1.0970 5.6451 0.0 -1.0 -0.3
C -0.4638 -1.3285 6.9629 0.6 -0.2 0.0
O -0.6762 -0.3382 4.8842 -1.7 0.2 -0.6
H 2.1388 -0.6987 6.5632 -0.4 0.6 -1.0
H 1.1642 0.7287 6.1619 -0.3 0.9 0.2
H 1.8878 -0.1773 4.8176 0.7 0.3 -0.3
H 0.4108 -2.1203 5.1578 0.1 1.5 0.4
H 0.2159 -1.9397 7.5379 0.2 -0.1 0.6
H -1.3740 -1.9209 6.8379 -0.1 0.5 0.1
H -0.5753 -0.3496 7.4583 -0.4 -0.5 0.0
H -0.5111 -0.3458 3.9371 0.7 -0.2 -0.2
C 3.7079 6.3013 0.3163 0.5 0.4 -0.4
C 4.3510 5.3591 1.2781 -0.8 1.1 1.3
C 3.4622 5.1911 2.5065 -1.3 -1.3 -1.0
O 4.5070 4.1611 0.5455 0.4 0.1 0.3
H 2.7763 5.8708 -0.0127 -0.2 -0.2 -0.4
H 4.4304 6.4169 -0.4873 -0.3 0.2 -0.5
H 3.4749 7.2791 0.7162 0.1 0.2 0.3
H 5.2718 5.8158 1.7006 0.2 -0.6 -0.7
H 2.5282 4.6742 2.2104 0.0 0.6 -0.3
H 3.1831 6.0981 3.0315 0.4 0.1 0.1
H 3.8523 4.4269 3.1339 0.8 -0.3 1.2
H 4.8561 3.5057 1.1509 0.3 -0.6 0.2
C 8.1357 1.9872 1.9402 -1.2 1.1 1.2
C 6.9655 1.0852 1.6397 -0.1 0.1 0.9
C 7.2271 -0.3309 2.1821 -1.9 -0.5 1.0
O 5.7525 1.7177 2.0960 -0.1 -0.4 0.6
H 8.4042 1.7964 2.9805 0.3 0.3 0.0
H 7.8387 3.0551 1.8467 0.2 -0.7 0.0
H 8.9629 1.8141 1.3159 1.2 -0.4 -0.8
H 6.7791 1.0652 0.5919 0.1 -0.4 -1.1
H 7.2262 -0.4626 3.2983 0.3 0.9 -0.7
H 8.1834 -0.6945 1.8286 0.0 -0.2 -0.2
H 6.3754 -1.0265 1.9489 0.9 0.5 -0.5
H 5.5520 1.4841 3.0155 0.2 0.0 -0.3
C 0.0551 7.0724 -0.0074 0.2 0.6 0.2
C -1.2725 6.3611 0.2586 1.9 -2.3 -3.3
C -1.8527 6.8934 1.4418 -0.8 2.7 2.2
C -3.2991 6.5388 1.6515 0.3 0.0 0.8
C -4.0947 7.0248 0.4586 -0.6 0.4 0.3
C -3.6164 6.3457 -0.8114 -0.1 0.5 -0.4
N -2.1810 6.6495 -0.8734 0.4 0.1 -0.9
O -1.7047 6.0164 -2.0979 0.1 1.2 0.0
C -3.9602 4.8754 -0.8701 -1.2 0.1 -0.9
C -4.2376 7.0192 -2.0362 1.1 0.7 -0.8
C -0.9655 4.8142 0.3668 -1.6 1.5 -0.9
H 0.4962 6.6966 -0.9284 0.2 0.0 0.0
H 0.7418 6.8810 0.8497 -0.4 0.1 -0.6
H -0.0908 8.1798 -0.0989 0.1 -0.9 0.0
H -1.2375 6.6677 2.2824 0.4 -0.8 0.9
H -1.6968 8.0037 1.4301 -0.7 -0.5 -0.3
H -3.6416 7.0774 2.5273 -0.2 -0.1 0.4
H -3.3328 5.4537 1.9031 -0.5 0.6 -0.4
H -3.8421 8.1028 0.2944 -0.4 -0.6 0.4
H -5.1986 6.9434 0.6646 1.0 -0.1 -0.6
H -3.9614 4.5331 0.1261 -0.2 -1.1 1.1
H -4.9835 4.7641 -1.3241 0.8 0.0 0.6
H -3.2819 4.2931 -1.4835 0.2 0.0 -0.1
H -5.2488 7.3366 -1.8225 -0.3 0.1 0.0
H -3.6021 7.9436 -2.3345 -1.2 -1.5 0.3
H -4.2824 6.2485 -2.8319 0.1 0.9 0.0
H -0.0552 4.6401 0.8392 1.4 -0.2 1.5
H -0.8025 4.3937 -0.6112 -0.4 -0.1 -0.6
H -1.8249 4.3665 0.8465 0.2 -0.6 0.2
H -1.7835 6.7642 -2.7404 0.3 -1.0 0.7
C -0.5910 -0.1413 -7.3026 -1.1 2.0 0.4
C -0.6616 1.1444 -6.3808 -0.2 -1.5 1.4
C -0.7808 2.4567 -7.0882 -1.3 -0.4 -1.4
C -1.1897 3.6336 -6.2633 1.5 0.7 0.7
C -2.3791 3.3726 -5.3963 -1.3 0.0 0.2
C -2.2486 2.0463 -4.6486 0.2 -0.7 0.2
N -1.9652 0.9730 -5.6471 0.5 0.2 1.1
O -1.9203 -0.2196 -4.7855 0.5 0.5 -1.0
C -1.2409 2.1057 -3.4695 -1.0 0.8 -0.3
C -3.4857 1.6513 -3.9476 -2.8 -0.7 0.6
C 0.6032 1.0960 -5.5030 -0.1 -0.2 -0.5
H 0.0184 0.1023 -8.1780 0.4 -0.6 0.3
H -1.6277 -0.2287 -7.6626 0.3 -0.4 -0.1
H -0.3299 -0.9965 -6.6645 0.3 0.2 -0.7
H 0.1389 2.5907 -7.6086 0.8 0.5 -0.5
H -1.5652 2.3757 -7.8296 -0.2 -0.4 -0.6
H -1.3690 4.5425 -6.8438 0.2 -0.2 -0.3
H -0.2961 3.8414 -5.6527 -0.4 0.4 0.3
H -3.3443 3.3942 -5.9941 1.1 -0.3 0.5
H -2.4775 4.1895 -4.6654 0.0 -0.2 0.0
H -0.5252 2.8185 -3.7991 1.2 0.4 0.6
H -1.7944 2.5017 -2.5970 0.4 0.0 -0.4
H -0.8600 1.1343 -3.1832 0.3 0.0 -0.2
H -4.2888 1.1853 -4.5830 0.5 1.0 0.2
H -3.2791 0.8426 -3.2539 0.2 0.0 0.2
H -3.8640 2.4796 -3.3139 -0.1 -0.3 -0.6
H 0.5565 0.2031 -4.9149 0.3 -0.6 0.4
H 0.9238 1.8898 -4.8716 -0.7 1.0 0.7
H 1.4668 1.0726 -6.1325 0.6 -0.7 -0.9
H -2.3879 -0.8738 -5.3097 -0.1 -0.2 -0.1
C 2.3606 -2.8232 -3.9113 -1.1 0.3 0.1
C 1.2163 -3.8739 -3.9117 -1.1 -0.2 -0.5
C 1.4153 -4.9579 -2.8853 0.0 -0.1 1.0
C 0.2252 -5.8710 -2.7036 -0.4 -1.0 -1.5
C -0.9397 -5.0643 -2.1804 -0.4 -0.3 -1.4
C -1.3005 -3.9698 -3.1972 -1.1 0.7 -0.4
N -0.0844 -3.1783 -3.5844 1.5 -0.8 1.5
O -0.3070 -2.3124 -4.6452 -0.8 1.1 -0.4
C -2.0156 -4.5468 -4.4195 0.0 -0.6 0.1
C -2.2801 -2.9749 -2.5391 -0.7 -0.6 0.7
C 1.1417 -4.5920 -5.2735 -0.2 0.3 -0.2
H 2.2667 -2.1161 -3.0708 -0.3 -0.2 -0.2
H 2.3728 -2.2345 -4.8469 0.0 -0.4 0.4
H 3.3016 -3.3125 -3.7534 0.6 -0.4 -0.3
H 2.2954 -5.5517 -3.0827 0.5 0.0 -0.3
H 1.5361 -4.4957 -1.9208 0.5 0.4 0.6
H 0.4542 -6.7029 -2.0253 0.1 0.1 -0.2
H -0.0248 -6.3210 -3.7368 0.2 0.3 1.8
H -0.6776 -4.5603 -1.2796 0.3 0.2 1.0
H -1.8145 -5.7180 -1.9938 0.2 0.5 -0.1
H -1.4483 -5.4355 -4.7120 -0.4 0.2 -0.6
H -3.0212 -4.9043 -4.1274 0.4 0.3 -0.2
H -2.0823 -3.7985 -5.2300 0.0 -0.5 0.3
H -1.8999 -2.6533 -1.5587 0.0 0.2 -0.3
H -2.4150 -2.1409 -3.2010 0.1 0.7 -0.2
H -3.3427 -3.3306 -2.3536 1.4 -0.1 -0.4
H 0.7747 -3.9125 -6.0265 -0.1 0.3 -0.3
H 0.4696 -5.4671 -5.2981 0.6 0.4 0.1
H 2.1376 -4.8825 -5.5775 0.3 -0.3 -0.1
H -0.5061 -1.4191 -4.2741 0.1 -0.9 -0.2
C -0.7265 -2.0977 1.6748 0.8 1.1 -0.5
C 0.2851 -1.2341 0.8894 0.0 -0.8 -0.8
C -0.4735 -0.1819 0.0315 1.1 -0.8 0.1
C 0.4462 0.8702 -0.6061 -1.1 1.6 1.9
C 1.2255 1.5248 0.5694 0.7 -0.6 -1.4
C 2.0690 0.5350 1.3598 -0.4 -0.4 -0.1
N 1.1275 -0.5148 1.8807 -0.2 0.3 -0.5
O 1.7308 -1.4082 2.7883 0.7 -0.5 -0.2
C 3.2365 0.0841 0.4019 -0.1 -0.4 2.1
C 2.6486 1.3073 2.5350 0.7 -1.0 -0.2
C 1.0493 -2.2823 -0.0171 -1.7 1.4 0.1
H -0.0751 -2.5999 2.3641 -0.4 -0.3 0.9
H -1.2784 -2.8431 1.1084 0.1 0.1 -0.5
H -1.4255 -1.4011 2.1099 -0.4 -0.1 0.7
H -0.9996 -0.7329 -0.7185 -0.4 -0.5 -0.7
H -1.2696 0.2239 0.6555 0.2 0.6 0.1
H -0.2059 1.6731 -0.9828 0.2 -0.3 -0.2
H 1.0718 0.5769 -1.4290 0.2 -0.6 -0.3
H 0.5155 2.0418 1.1781 -0.5 0.3 0.7
H 1.9814 2.2446 0.2387 -0.4 0.3 -0.3
H 2.9052 0.1885 -0.5961 0.0 -0.2 -1.2
H 4.1155 0.7095 0.5825 -0.2 0.1 -0.1
H 3.5554 -0.9422 0.6405 -0.1 0.2 -0.3
H 3.5075 0.7148 2.9448 -1.0 0.7 0.2
H 3.0149 2.2422 2.1417 0.5 0.3 -0.1
H 1.8628 1.5781 3.2241 0.0 -0.4 0.5
H 0.3192 -2.5471 -0.8064 0.6 -0.1 0.2
H 1.2887 -3.1576 0.5583 0.3 -0.5 0.2
H 1.9110 -1.8261 -0.4469 0.7 0.0 -0.5
H 2.3651 -2.0526 2.3457 -0.3 0.6 0.2
C -5.2425 -5.7408 -2.0882 -0.5 0.1 -0.5
C -5.7875 -4.5938 -1.2428 -0.5 -0.3 0.0
C -4.8887 -4.2874 -0.0561 0.0 0.4 2.4
O -5.2138 -3.0098 0.5734 0.0 -0.6 0.5
C -4.4903 -2.7934 1.8218 0.3 -0.1 -0.8
N -5.8543 -3.3835 -2.0261 0.4 -0.2 -0.9
H -5.8294 -5.8909 -3.0243 0.5 0.6 0.4
H -5.3789 -6.7000 -1.6238 0.3 -0.4 0.7
H -4.1926 -5.5535 -2.3055 0.0 -0.2 -0.2
H -6.8084 -4.8836 -0.9047 0.5 0.0 0.2
H -3.8199 -4.2040 -0.3112 -0.2 -0.4 -0.3
H -5.0349 -5.0363 0.7733 0.3 0.2 -0.9
H -4.5976 -3.6421 2.5326 -0.3 0.4 -0.4
H -4.8355 -1.8258 2.2754 0.3 -1.1 -0.6
H -3.3987 -2.7519 1.5735 -0.7 0.2 0.3
H -6.3966 -2.7375 -1.4948 -0.3 0.8 -0.1
H -6.2462 -3.5525 -2.9528 -0.1 0.2 0.5
C 3.6791 0.7441 -3.5938 -1.0 1.0 0.1
C 4.7451 1.8126 -3.6620 -0.1 0.9 -0.5
C 4.1427 3.0475 -4.3598 0.8 1.0 0.3
O 3.8712 2.9247 -5.7678 0.1 -1.5 1.6
C 3.3002 4.0614 -6.3107 -0.9 0.2 -0.7
N 5.2443 2.1484 -2.2998 0.7 -0.4 -1.2
H 3.2972 0.4673 -4.5911 0.3 0.1 0.4
H 2.7825 1.1687 -3.0149 1.2 -0.9 -0.5
H 4.1543 -0.0882 -3.1227 -0.3 -1.0 0.5
H 5.5913 1.4740 -4.2723 0.0 -0.1 0.2
H 4.8179 3.9029 -4.2571 0.4 0.0 0.1
H 3.3204 3.3335 -3.6845 -0.7 0.0 -0.8
H 4.0502 4.8023 -6.6049 -0.1 0.3 0.5
H 2.4790 4.4133 -5.6874 0.3 0.7 0.4
H 2.7574 3.7962 -7.2178 0.3 -0.3 -0.3
H 4.5873 2.1689 -1.5497 -0.9 0.0 0.2
H 5.7634 3.0160 -2.2615 0.0 0.0 -0.2
C 8.3801 -2.5943 -2.2242 0.2 -1.2 -2.1
C 7.3062 -1.5626 -2.2030 -0.2 1.0 0.2
C 6.5586 -1.6339 -0.8941 -1.5 -1.6 -0.4
O 5.8967 -2.9093 -0.5584 0.2 1.0 -1.3
C 4.8407 -3.1854 -1.4816 -0.1 -0.4 1.1
N 7.8206 -0.1899 -2.3995 -2.0 0.4 -0.8
H 8.8340 -2.6772 -3.2389 -0.2 0.2 0.6
H 7.9787 -3.5973 -2.0145 0.0 0.4 0.2
H 9.1746 -2.3895 -1.5515 0.7 0.3 0.9
H 6.6134 -1.7043 -3.0250 -0.1 -0.3 -0.2
H 5.8192 -0.8517 -0.9062 -0.5 0.5 0.3
H 7.2305 -1.5364 -0.1031 1.1 0.5 1.2
H 5.1223 -3.1155 -2.5129 0.4 0.4 -0.6
H 3.9547 -2.5506 -1.2812 0.3 -0.2 -0.2
H 4.5867 -4.2394 -1.3573 -0.3 0.0 0.3
H 7.1254 0.5628 -2.1927 0.2 -1.0 -0.4
H 8.5821 0.0619 -1.8474 1.8 -0.1 1.2
C 0.0651 3.5296 4.5113 -0.5 -1.2 2.4
C -1.4403 3.1601 4.8117 0.0 1.7 -2.7
C -1.9551 2.3897 3.6051 1.4 0.5 -2.1
O -3.3440 2.3770 3.5887 0.0 0.0 1.2
C -3.8745 1.3670 2.8112 -2.0 -0.2 0.6
N -1.8072 2.6642 6.0855 0.2 -0.4 1.1
H 0.4153 3.9846 5.4408 0.3 0.0 0.0
H 0.2102 4.2762 3.7684 -0.3 0.4 -1.0
H 0.7295 2.6574 4.3207 -0.7 0.5 0.1
H -2.0430 4.0949 4.7270 0.7 -0.1 0.0
H -1.4307 1.3984 3.4859 -1.0 0.6 0.3
H -1.6929 2.9577 2.6480 0.4 -0.5 1.0
H -3.9868 1.6132 1.7741 1.0 -0.1 -1.0
H -4.9382 1.3467 3.0637 0.0 -0.3 0.4
H -3.4576 0.4041 3.0896 0.2 -0.3 -0.5
H -2.8218 2.5759 6.1186 0.3 -0.1 0.1
H -1.3939 1.7687 6.2958 0.0 -0.3 -0.1
C -9.1308 -0.5482 1.1307 0.2 -0.6 1.9
C -7.6745 -0.2524 1.5416 -1.5 1.7 -0.7
C -6.8168 -0.3854 0.2993 -0.5 -1.5 1.1
O -5.5043 -0.0468 0.6374 0.3 0.7 -1.4
C -4.6982 -0.0540 -0.5470 1.0 0.4 0.2
N -7.7156 1.0829 2.1448 0.7 -1.9 1.4
H -9.7273 -0.5117 2.0992 0.5 -0.6 -1.4
H -9.0560 -1.5185 0.6398 -0.9 -0.2 0.1
H -9.6005 0.1750 0.4634 0.4 0.2 -0.1
H -7.3185 -0.9013 2.3194 0.0 -0.7 0.2
H -7.2774 0.2023 -0.4935 0.3 0.4 -0.3
H -6.8568 -1.4693 0.0154 0.0 0.8 0.0
H -4.0982 -0.9727 -0.5593 -0.1 0.1 -0.2
H -4.0035 0.8262 -0.5568 -0.5 -0.6 0.2
H -5.2828 0.0070 -1.4768 0.0 -0.1 0.3
H -8.0307 1.7196 1.4887 -0.5 1.8 -1.5
H -6.8055 1.3229 2.4826 0.4 0.5 0.0
C 4.6528 -5.6268 1.6757 -2.0 1.2 -1.4
C 3.5456 -4.6753 2.1920 -0.3 -1.8 -1.4
C 3.3944 -4.8856 3.6281 0.3 1.2 1.3
O 4.6019 -4.3646 4.2061 0.5 -0.5 0.4
C 4.7164 -4.5906 5.5911 -1.1 -1.3 0.7
N 3.8104 -3.2883 1.9942 -0.6 0.7 1.1
H 5.5105 -5.4115 2.1906 2.4 0.6 1.0
H 4.7740 -5.5120 0.6058 0.3 0.3 -0.2
H 4.4397 -6.6435 1.8197 -0.7 -1.5 0.4
H 2.6035 -4.9879 1.6850 0.3 0.5 0.3
H 3.2171 -5.8975 3.8361 0.1 -1.7 0.5
H 2.5376 -4.3571 4.0207 -0.4 0.5 0.3
H 3.7571 -4.2635 6.0155 0.0 -0.4 0.4
H 5.4464 -3.9700 6.0929 0.6 0.2 -0.5
H 4.9286 -5.6947 5.8938 -0.4 1.7 -0.7
H 4.6435 -3.0252 2.5077 0.0 0.0 -0.1
H 3.9552 -3.1140 1.0508 0.6 0.5 -2.1
```
Positions in Å, forces in eV/Å.

Summary:
- 2S+1 = 1
- frontier orbital gap (eV) = 8.72
- HOMO energy (eV) = -8.18
- charge = 0

Löwdin population analysis, charges in e, atoms 1 to 4:
1. C -0.0585
2. C -0.4818
3. C -0.0319
4. O -0.0960